Molecular formula: C44H104AsF6N6O6
Method: DFT, wB97M-V/def2-TZVPD

XYZ file:
```
167
Properties=species:S:1:pos:R:3
H -4.68674 8.77668 -1.59989
O -1.06141 -1.56486 3.65593
H 0.13878 -0.48298 5.41224
F 2.62597 -1.09174 0.11600
H -2.67140 -3.43469 2.97085
H 3.92130 -2.92168 5.77709
H -5.22052 8.09356 -3.70301
C 3.26175 -1.34819 4.63337
H -1.60934 -6.87251 0.71067
H -3.07285 1.88100 5.64953
H -4.34741 1.18190 3.57474
H 2.64414 -0.86713 5.39259
H 3.72690 0.99754 -2.40725
C 6.73085 0.91917 -2.93584
H -1.83763 2.67957 -4.26068
N -1.48899 0.75098 -3.49943
H -0.42307 1.70813 -4.96960
H 5.42716 -1.21782 1.27518
H -3.22043 5.16243 -2.99580
C -0.00564 2.90084 -3.14114
C 3.65381 0.49940 -3.36684
H -3.69674 1.90151 -1.05193
H -2.26022 -0.05358 -1.67589
C -2.69249 7.68357 -3.26547
H -0.68937 -1.11620 -2.88203
H -6.73575 6.86509 -1.99037
C 0.59318 -4.36826 0.24370
C -3.34074 1.86994 -2.08166
C -2.64986 5.39259 -0.87218
H -0.49145 -7.33178 -1.37051
H 5.35058 -4.87208 5.11376
H 0.65046 -3.74681 -0.64578
H 3.94600 1.05995 -4.25458
H 3.86859 -0.82973 2.07256
H -0.17397 1.01161 6.18544
H -1.01117 -0.54626 6.58395
C 3.37343 -2.86174 4.83386
C 4.23014 -1.63837 -4.48164
N -2.04975 -0.95064 4.00664
O 6.66456 0.62907 -1.53790
C -4.25006 7.83600 -1.27146
H 0.11073 -3.89669 1.09805
C 6.10290 -0.23274 -3.72045
H -3.03054 5.86391 0.03715
H -1.33492 1.34652 -1.47315
C -0.93559 2.09678 -4.09262
As 1.40580 0.15434 0.27537
H 1.09533 -6.75686 -0.73774
H 6.04464 0.19373 -4.72595
H 0.47094 0.29451 -2.88871
F 0.26498 -0.81419 -0.61864
H -0.16472 -7.55623 2.68787
H -0.50183 1.22192 3.09063
N -3.87249 7.01103 -2.50541
H -1.02297 -5.69079 1.96774
C 4.62033 -1.44197 -2.12432
C -3.20412 -1.08994 -4.32458
H -0.58755 3.21877 -2.27873
H -1.87746 7.50359 -2.56165
H -2.67132 -1.98071 -4.67717
C 0.21574 -7.28454 1.70155
H 4.99445 -5.69856 3.70600
C -2.43185 0.20234 -4.56251
H 7.37690 -1.42770 4.59515
H 4.79188 -2.56476 -4.39179
H -3.93891 -3.33840 -3.12461
H -4.83256 6.48635 -4.33958
H -4.62415 -2.65749 -1.73556
H 3.61150 -5.40218 4.78236
H 4.27798 -1.20398 -5.47893
C -0.45796 5.38453 -0.02414
C -1.67223 -4.83990 -0.62612
H -3.69194 0.04738 1.83985
H -3.13144 2.86726 -2.46379
C 5.50770 -1.26941 3.48324
H 4.62171 0.35291 4.59923
F 0.93245 -0.56339 1.85539
H -3.44787 -3.49743 4.41196
H 2.50373 -4.43316 2.64748
C -3.59448 5.55729 -2.05164
C -5.07120 7.04836 -3.43794
C 0.15505 -6.47411 -1.20842
H -2.19872 5.93802 -4.50217
C -3.12017 0.82377 5.38143
H -0.74959 6.00262 0.82418
H -4.42259 -3.28546 2.94951
H -1.43763 7.52061 -4.98015
C -0.67955 0.13094 5.79552
C -6.40570 6.42160 -2.93001
H -3.09364 7.22832 -5.33703
C -1.79168 0.41450 4.74777
C -4.53385 -0.84071 4.14186
H 2.41429 -3.36290 4.95254
H -2.65787 -1.19938 1.20556
H -3.13011 1.01552 -4.75724
H -2.39967 -5.61914 -0.86623
H 5.17134 -1.00894 5.58504
H -4.33185 -1.53574 1.49432
C -1.43493 1.37666 3.62836
C 4.68360 -0.73282 4.64860
H -2.81696 8.76374 -3.30803
H 0.41495 -8.19769 1.13764
H 7.76480 1.06122 -3.25813
H -4.93061 7.27137 -0.64116
H -1.43064 2.33826 4.14739
H -3.29025 8.04464 -0.80185
H 1.52203 -4.78936 0.61889
H -2.19179 -4.26771 0.13950
H -4.18564 1.47088 -2.64409
C -2.32231 7.01421 -4.59705
C -3.52495 -2.95757 3.46712
H 5.24688 0.26194 1.91367
O -3.76608 -1.20659 -3.05622
H -0.37710 4.33052 0.26430
C 3.36181 -3.79429 2.44706
H -4.02332 -1.09377 -5.05538
H 2.72991 -1.09471 3.71313
O 1.48648 -6.72201 1.97705
H -3.29957 0.32029 6.33297
H 1.93495 -7.23371 2.65674
H 5.38271 -2.20378 -2.28072
C -3.46990 -1.01796 1.91268
H 7.32419 -0.05742 -1.38791
N 4.67466 -0.65357 -3.41106
F 1.95525 0.94636 -1.17573
H -0.00574 -0.42399 -4.41374
N 5.46149 -2.84598 3.47094
C -0.33726 -0.22630 -3.39461
H 2.66140 0.09945 -3.55526
H 4.83124 -0.83864 -1.24777
H 2.92377 -2.84038 2.14254
H 3.62179 -1.87060 -2.07865
H 6.31953 1.92709 -2.99250
N -0.40772 -5.49227 -0.15893
H -5.24530 0.99070 5.04501
H -4.55071 5.09255 -1.82757
C -3.32353 -1.42468 3.37742
H -1.53656 -4.34935 -1.58857
H -2.23804 1.54709 2.91060
H -1.83906 0.04986 -5.46343
H 3.17189 -1.85610 -4.34062
H 3.98350 -4.09977 1.60562
H -4.64965 -1.40660 5.07256
C 6.95802 -0.90103 3.73928
H 0.85457 2.32465 -2.79536
F 2.50495 1.14473 1.20572
O 6.32291 -3.42116 2.85421
H 7.51266 -1.21067 2.85109
H 0.56388 5.56558 -0.35714
H -5.55238 -0.98628 3.78070
C 4.95023 -0.76261 2.14805
C 4.20269 -3.62253 3.74272
C 4.53782 -4.98594 4.39598
H -2.76631 4.32935 -0.62522
C -4.46570 -2.44086 -2.79172
H -5.43014 -2.30006 -3.27931
C -4.35181 0.64574 4.52699
F 0.16682 1.44039 0.54337
H 7.11565 0.17271 3.81721
H 0.52428 3.70983 -3.64299
C -0.77694 -6.27488 1.08203
H 6.72116 -1.12727 -3.76768
O -1.27249 5.62604 -1.16724
H -7.23529 6.34057 -3.63025
H 0.35501 -5.83367 -2.06435
C -2.12057 0.93303 -2.10852
H -6.33849 5.36162 -2.66532
```

Computed properties:
E_HOMO: -19.560 eV
Relative energy (zero: lowest compared OMol25 entry of this formula, charge and spin): 0.00 kcal per mole
Charge: +5
Lowest unoccupied orbital energy: -12.325 eV
Multiplicity: 1

Molecular formula: C44H104N4O26
Method: DFT, wB97M-V/def2-TZVPD

XYZ file:
```
178
Properties=species:S:1:pos:R:3
H -7.36205 -4.84595 4.39504
C 3.74004 8.62381 1.56022
H 1.78908 4.36492 -1.20983
H -0.35901 -0.08874 2.55256
H -4.03274 3.17904 0.99048
O 3.57066 7.41561 0.85593
O 1.29347 2.56373 -0.75866
H 1.80149 -3.31739 0.90893
H -8.16973 -5.10515 2.80377
C -0.80280 3.22441 -10.22526
H 2.71488 -1.58480 1.95963
H -0.85773 3.71808 2.57272
H -2.90276 -2.48779 5.66220
O 0.84388 -1.82901 -3.41672
H 1.44679 -1.77459 -2.65826
H -5.96696 -2.77872 0.25504
O -4.23671 0.44372 6.50800
H -1.17600 -1.31604 -1.99575
H -6.86925 -1.40481 0.94623
H 3.79994 9.43086 0.81670
H 4.23070 0.59039 2.49253
C 0.35226 -2.07627 4.90999
H -2.83205 -1.24407 3.23437
H -1.38438 4.01730 -9.73058
H 0.93921 -1.25253 3.34582
C 1.02229 6.06678 -1.73099
H -3.68899 0.14158 3.97853
H -1.53728 -7.31385 0.39113
C 0.86709 2.60482 -5.63367
H 4.45798 -2.71582 1.59492
H -4.88394 -2.40742 4.18422
C 5.07739 -3.72923 -1.40528
C -2.75794 3.53423 2.68984
N 5.10852 4.97294 1.58852
C -4.77658 -5.87530 1.22845
C -5.87599 -1.77191 0.65735
H 3.58599 -5.02562 0.41874
H 4.19947 4.30656 -0.27647
C -1.97348 -1.61815 -1.30181
H -4.26916 -2.82085 -1.50421
H 5.89223 3.82787 -0.03397
C -0.52863 1.98618 -3.83921
H 0.57917 5.64235 -2.65105
H 3.34547 -1.96875 -4.22042
H 3.41573 2.85112 1.31596
H -0.69944 0.95046 -4.16344
H 0.26137 2.05982 -3.08862
O -0.35641 -5.02323 0.93537
H -1.48413 2.25399 -3.38124
H -0.36523 3.21432 -12.72456
H 5.88502 -4.87055 0.14053
N -4.45693 -1.61268 4.63528
H 0.13826 1.05024 -6.89310
C 1.62244 -0.97372 -0.23733
H -6.21606 -7.37289 1.48005
C -7.21312 -5.04408 3.33659
H 1.26721 3.60499 -5.88960
H 1.06832 2.37112 -12.13708
C -3.85793 1.68236 7.01341
H 1.73997 2.20248 -5.11538
H 4.57604 6.42344 -0.61774
C -6.20460 -6.29583 1.65447
C 4.44122 2.70577 0.95697
H 2.65403 -4.25393 3.43302
H 1.28458 -1.91873 6.83629
H 5.75417 4.54295 2.23749
C 1.52463 7.46350 -2.06597
H -5.10625 -3.89005 0.78306
N 0.06240 2.94723 -7.94586
H 4.19545 -3.65133 -2.03997
O -1.56751 4.25197 2.98642
C -3.38579 -4.31181 -0.12629
O 4.00055 -5.57375 -0.26267
O -6.41189 -6.15767 3.04495
H -2.92223 2.08145 6.57930
C 1.36382 -1.11247 -4.49812
C -4.77572 -0.67141 2.42126
C 0.68111 2.00979 -7.03712
C 0.38130 1.29249 1.10322
H -3.35556 5.80084 1.78897
C 1.19711 1.46318 -0.13422
O 2.06894 5.30468 -1.18860
H -3.58722 1.67167 8.08176
H 0.17756 -0.61560 6.47029
O 2.25825 -4.00259 1.42990
H -2.86134 -3.69826 0.61926
H 2.43657 0.53949 -1.59648
H -4.31737 -0.02671 1.65539
H 2.42192 7.32706 -2.69912
H 3.23726 -0.84858 -5.52688
O 1.27944 -1.24251 4.25988
H 0.35563 1.65259 -9.48503
O -3.97158 5.16597 1.40591
H 2.39113 7.85891 -0.32509
H 0.62085 -3.13997 4.85653
H 1.24270 4.00520 -12.62124
H -0.31972 -4.38651 1.65787
H 6.65123 6.07929 0.66747
C 5.67433 6.23356 1.16006
O -0.35283 2.81731 -4.98341
H -5.43706 -1.10886 -0.09010
H 5.23392 1.25750 3.80047
H -0.28443 -6.40966 2.38879
O 0.55526 -2.30165 1.41459
O 2.11055 -1.95524 -0.82197
H -4.55621 2.48656 6.78449
C 1.79034 0.34287 -0.75384
O 4.84543 -2.78068 -0.28938
C -0.49781 2.24143 -9.11168
C 0.25354 0.01425 1.66714
H -4.30212 -2.12740 6.68280
H -1.55424 2.84605 -10.92586
H 1.61187 1.62495 -7.47913
H 4.34862 1.94683 0.17747
C 2.26762 -3.47778 2.77190
O -0.03202 2.27871 1.77381
C 0.30885 -1.70278 6.38411
O -5.13828 -1.92346 1.85957
N -4.68973 -4.72388 0.38461
H -3.67416 -4.20887 -2.25561
H 5.75594 -5.80468 -1.32274
H -2.74624 -0.61736 7.42353
C -3.80769 -0.86017 3.55431
H -4.31957 -6.73957 0.74287
H 0.91079 -7.13221 -1.03627
O 2.42100 -2.66554 -6.01523
C 5.22535 -5.06967 -0.71557
O -0.76012 -2.27764 7.13127
O -2.16199 -2.97781 -1.70477
H 5.26656 7.94414 -0.21775
H 3.27370 -3.02306 -6.28154
C -0.44692 -7.34648 0.39748
O 5.25984 2.31119 2.05943
O -0.04366 -7.11321 -0.91633
H -0.68174 -1.98887 4.55462
C -3.13810 -0.44817 6.41710
H 0.14006 6.06597 -1.07303
O 0.33904 3.80340 -10.81060
H 1.55696 -0.11689 -4.07380
H 2.78214 -1.75624 3.77089
O 1.75543 8.28724 -0.95297
H 2.94840 8.89386 2.26148
H 0.61618 -0.96736 -5.27485
C 4.94483 4.06962 0.48772
H 3.65185 2.00312 3.38216
C -3.28971 3.90888 1.32068
H -5.67228 -0.11412 2.73299
H -1.52135 -1.57531 -0.30967
H 4.63006 8.68419 2.20056
C 2.68388 -1.66115 -5.03475
H -2.76557 -0.88809 -1.48559
H 0.90644 7.92887 -2.84422
H 6.00905 -3.32026 -1.80292
H -3.51014 3.84758 3.42070
C 0.07847 -6.30123 1.36137
H 1.20986 -3.32761 3.01685
H -6.92700 -5.82875 0.98009
C 4.55071 1.51446 2.99202
H -0.18023 -8.32151 0.82855
H -4.25437 -5.75331 2.19413
H -2.34484 -0.08890 5.74634
H -0.47967 -2.51963 8.01197
C 3.06221 -2.18083 2.80542
H -2.56235 2.46681 2.81377
H -2.49889 3.96773 0.57041
H -6.79022 -4.09836 2.96023
H 5.90024 6.83113 2.05024
H -2.75896 -5.19743 -0.24014
H -0.74940 3.31164 -7.43942
O 4.42455 -2.42895 2.52064
H 1.17385 -6.38847 1.35133
C 0.72320 -1.13960 1.01435
C 0.53762 3.33609 -12.12268
C 4.79668 7.06896 0.23475
H -1.24758 1.48367 -8.86324
C -3.42768 -3.52303 -1.43154
C -3.69331 -1.75322 5.85232
H 4.12914 -2.21947 -0.62761
```

Computed properties:
E_HOMO: -2.778 eV
Charge: -2
Lowest unoccupied orbital energy: 3.375 eV
Multiplicity: 1

Molecular formula: C44H104OS
Method: DFT, wB97M-V/def2-TZVPD

XYZ file:
```
150
Properties=species:S:1:pos:R:3
C 3.43296 -8.59099 -1.22042
C 1.39371 7.89457 -2.77059
H -1.88027 5.48697 0.30943
H -1.80461 2.70709 4.47132
H -2.93787 -0.92140 -0.33508
H 5.02746 -1.01178 -8.05489
H -5.41887 1.52591 2.57890
C -0.74249 -0.69902 1.57901
C 0.03622 1.63179 4.93018
H 2.07485 -3.25794 1.63102
H -0.72497 2.46331 3.08649
C -2.86305 1.07125 -1.15626
H -3.82086 1.34388 -0.70667
H -5.30545 -0.88141 2.90692
H 4.28536 -0.18736 5.59273
H 1.22575 -2.67095 3.09395
C 3.20916 -0.36602 -7.06448
C 3.01799 -4.71605 -1.02831
C -1.70823 0.30690 0.96499
C -0.58368 6.48144 -1.97959
C 4.55155 1.61376 4.43358
C -1.13940 4.81989 -0.13607
H 5.28475 -0.43484 -6.39619
C 2.29361 -2.33958 -1.43070
C -7.90434 3.56756 1.44401
H 2.40947 -6.29622 -2.32831
C 3.35510 -3.01486 3.29037
C -8.14476 -1.68968 -1.07739
C 3.24829 -6.09225 -1.64925
H 2.95883 -0.14987 -4.93421
C -0.14837 -1.30147 -3.95290
C -0.76162 2.67574 4.15342
C 4.59994 -0.97764 -7.05436
C -1.39375 -2.02962 1.96202
C -5.76589 -0.95894 -2.10101
C -8.08392 5.07366 1.33905
H -1.39384 3.79010 0.12041
C 1.00318 -0.03841 -5.83671
C -6.18468 0.92683 2.07892
H -0.26001 -0.25951 2.45757
C 5.92236 -3.08117 3.28974
C 2.36256 0.73486 5.38679
H -5.07429 -0.99895 -2.94273
H -5.75310 1.24674 0.02126
H 8.55399 -4.00263 3.72523
H -0.38398 0.63903 4.73336
H 1.25597 -2.46518 -1.12008
H -5.25743 -1.23888 -1.17942
H 9.34446 -2.99681 2.54420
H -2.22929 1.95861 -1.13047
C 2.41846 -0.58018 -5.79583
H -0.18801 5.03762 0.35967
H 1.86697 2.64292 4.52905
H 8.50031 -2.25847 3.89418
H 5.48777 1.39920 3.92069
C 3.73760 0.37871 4.83617
H 7.08765 -3.85256 1.67351
H 2.47771 7.98666 -2.68181
H 4.74122 2.26091 5.29415
H -7.66213 -2.02769 -0.16072
H -6.10679 0.07658 -2.04704
H 3.63690 -0.24428 3.94285
C -2.12066 -2.04879 3.30110
H -7.46543 1.12726 0.36218
C -2.22330 -0.09584 -0.41842
H -2.94491 -1.33498 3.33990
H 4.13221 -6.05686 -2.29631
H 3.39480 -2.44604 4.22675
H -1.43182 -1.81425 4.11721
H 2.12242 -3.99495 -2.80010
H -6.61828 3.46237 -0.23198
H 0.37261 -0.66593 -6.47692
H 1.06793 0.49228 -3.75840
H 3.28143 -4.06789 3.57079
C 1.49688 1.61367 4.49445
H -1.11125 6.82385 -2.87171
H -0.50894 0.72132 -4.50293
H -8.00930 3.23994 2.47940
H 4.58356 -1.99480 -6.65131
H -0.64079 -2.81798 1.93306
H 0.05649 -0.90305 0.85734
H -2.03221 4.87288 -2.07277
H 1.48330 8.91786 -4.68020
C 8.44768 -3.06962 3.16253
H -1.19480 1.26728 0.86661
C 2.13010 -2.58771 2.49589
O -6.52211 -3.46147 -2.18130
H -0.48816 -1.21781 -2.91667
H -0.33956 4.33582 -2.06936
H 0.95738 8.74868 -2.24059
H 2.63621 -0.81743 -7.88636
H 2.11684 -4.78554 -0.40713
H 4.69439 -1.70232 2.19815
C 0.99082 8.04755 -4.24882
C 3.34302 -7.19381 -0.59616
H -0.01956 1.78907 6.00990
C 0.35157 0.04726 -4.45438
H -5.72989 3.46814 1.29683
H 5.83077 -4.06879 3.75006
H 1.31799 5.73195 -2.69457
H 0.63663 -2.05972 -3.94957
H 3.96470 2.22093 3.73765
C -1.04540 5.05068 -1.64038
H 2.86275 -2.15629 -0.50772
H 4.23580 -6.99268 0.00083
H -2.07332 -2.26921 1.13643
H -8.25087 -0.60682 -1.03085
C -6.52738 1.55883 0.72703
H 3.86070 -4.48578 -0.36686
H -2.56486 0.44119 1.63739
H 3.24567 0.70182 -7.30028
H 6.05274 -2.33811 4.08502
H 3.31985 -9.35858 -0.45474
C 4.64332 -2.74928 2.52253
H -6.55193 -1.18653 1.69304
H -4.94491 -0.63051 1.21931
H 1.35849 6.51471 -1.13798
H -7.27326 5.62419 1.82699
S -7.08321 -2.11675 -2.46338
C -5.73515 -0.52010 1.97056
H 4.63709 -3.31944 1.58235
H 2.48372 1.28661 6.32964
H -0.32640 3.66147 4.33419
H 2.60949 -8.71070 -1.92773
H -9.08896 -2.20305 -1.23090
H 4.37583 -8.73676 -1.74562
H -2.51870 -3.04612 3.49446
H 1.00193 0.95904 -6.28828
H -8.07650 5.41588 0.30055
H -7.07597 0.97348 2.71307
H 7.09015 -2.11768 1.78191
H -9.03088 5.39607 1.77283
C 2.83733 -3.61857 -2.05941
H -1.40511 -0.51880 -1.01318
H 1.31196 7.16960 -4.81747
H 2.22923 -1.58374 2.07875
H 2.43674 -7.14971 0.01055
C 7.14613 -3.02659 2.39147
H 2.46238 -1.44217 -2.02437
H -0.86806 7.14726 -1.15834
H 2.44760 -1.64071 -5.50559
H 3.77914 -3.39939 -2.56772
H -3.07609 0.81744 -2.19728
H -1.00121 -1.64015 -4.54158
H -0.08743 8.13219 -4.36906
H -8.74144 3.12985 0.88443
H 1.59554 1.27074 3.45542
C 0.92648 6.59326 -2.14324
H 1.82582 -0.18205 5.65386
C -6.61372 3.06957 0.79185
```

Computed properties:
E_HOMO: -8.964 eV
Lowest unoccupied orbital energy: 0.607 eV
Multiplicity: 1